Molecular formula: C23H46BBr3IN2O5P
Method: DFT, wB97M-V/def2-TZVPD

Summary:
Frontier orbital gap in eV: 5.6
Total energy in Eh: -9775.37180
Relative energy (zero: lowest compared OMol25 entry of this formula, charge and spin) in kcal per mole: 166.7
LUMO level in eV: -1.00

Structure (ORCA input):
```
! wB97M-V def2-TZVPD RIJCOSX def2/J DEFGRID3
* xyz 0 1
C -1.38474 -5.90712 3.65546
C -1.00767 -4.33562 3.38297
O -2.14890 -3.49372 2.95329
C -2.37025 -3.63700 1.47506
C -2.27783 -2.18575 0.72442
Br -0.77989 -1.02907 1.45189
O -3.45275 -1.47969 1.33998
B -4.65426 -1.58518 0.48013
Br -5.52117 0.21584 0.57468
C -5.88972 -2.59534 0.92825
I -7.42283 -2.42576 -0.64204
C -6.42575 -2.28152 2.44492
C -7.91330 -1.59052 2.52604
O -4.07717 -2.08013 -0.78533
C -2.57406 -2.10979 -0.92464
C -2.39480 -3.43530 -1.83361
C -0.94623 -3.85726 -2.39203
C 0.14384 -4.43913 -1.31340
C 1.16005 -3.34884 -0.65173
N 1.31654 -2.04275 -1.38541
C 2.56613 -1.28297 -1.00478
C 2.85304 -0.72251 0.53062
O 3.52056 -0.96972 -1.92449
P -2.34588 -0.33458 -1.69588
O -3.91208 0.14653 -2.38656
Br -0.92874 -0.26801 -3.43088
H -1.82310 -6.47811 2.72614
H -0.41828 -6.52683 3.98333
H -2.17202 -6.07361 4.53372
H -0.63292 -3.89920 4.42864
H -0.06290 -4.24639 2.66421
H -3.43437 -4.16864 1.38452
H -1.59249 -4.43801 1.12892
H -5.53286 -3.73449 0.91376
H -5.64570 -1.59599 3.00359
H -6.50456 -3.30871 3.03610
H -8.01598 -1.15896 3.63159
H -8.79951 -2.35114 2.40074
H -8.07778 -0.68266 1.80100
H -2.82318 -4.35404 -1.20245
H -3.14104 -3.34078 -2.76042
H -0.38399 -3.09396 -3.08009
H -1.14915 -4.79098 -3.11636
H -0.35534 -5.15706 -0.49997
H 0.83463 -5.18256 -1.94685
H 2.24147 -3.85690 -0.64498
H 0.88610 -3.23972 0.49898
H 0.52399 -1.40682 -1.14824
H 2.17814 0.20191 0.81014
H 2.71532 -1.61678 1.29384
H 3.97738 -0.34073 0.60085
H -3.93870 -0.34249 -3.28401
C 2.68324 2.31836 -2.74501
C 3.55076 2.35818 -1.49992
C 2.99720 3.20424 -0.34140
C 2.45075 4.60076 -0.65193
N 3.45286 5.77544 -0.80908
C 3.46439 6.65865 0.45255
C 4.42832 5.94699 1.37751
C 5.50229 5.38775 0.45964
C 4.93529 5.43661 -0.95350
C 3.00121 6.61199 -2.00581
H 2.54338 3.31223 -3.17805
H 3.16435 1.70043 -3.51041
H 1.70322 1.88271 -2.52861
H 4.55710 2.67261 -1.77660
H 3.66898 1.32968 -1.13197
H 3.72775 3.23318 0.47151
H 2.14870 2.63438 0.06406
H 1.77199 4.88824 0.16049
H 1.82427 4.57520 -1.54902
H 3.85675 7.64283 0.16795
H 2.45083 6.77010 0.84863
H 3.92014 5.13356 1.90705
H 4.84278 6.61943 2.13478
H 5.77525 4.36790 0.74817
H 6.41693 5.98969 0.51470
H 5.07235 4.53967 -1.54640
H 5.40952 6.26670 -1.49664
H 1.97043 6.93577 -1.82752
H 3.06658 5.98396 -2.90164
H 3.65704 7.48134 -2.10715
*
```